57
Properties=species:S:1:pos:R:3:forces:R:3 method="wB97M-V/def2-TZVPD" multiplicity=1 energy_ev=-51171.248 homo_ha=-0.275
O 4.203 -4.229 -3.762 1.876 -2.419 -2.271
C 3.586 -5.477 -4.285 -0.758 0.538 0.103
C 4.914 -6.098 -4.690 -0.185 0.435 0.208
H 2.902 -5.207 -5.102 0.160 -0.248 0.225
H 3.037 -6.030 -3.509 0.139 0.318 -0.104
C 5.511 -4.809 -4.098 0.795 -0.336 -0.481
H 5.060 -6.166 -5.775 -0.004 -0.285 0.382
H 5.195 -7.008 -4.145 -0.147 0.184 -0.386
C 6.213 -4.016 -5.161 0.237 0.496 -0.277
H 5.544 -3.887 -6.021 0.261 -0.013 0.085
H 7.123 -4.561 -5.462 -0.334 0.254 -0.049
H 6.506 -3.022 -4.805 -0.021 -0.109 -0.008
C 6.423 -5.091 -2.930 0.308 0.097 0.529
H 5.948 -5.721 -2.167 0.029 0.143 -0.188
H 6.788 -4.177 -2.443 -0.161 -0.104 -0.111
H 7.309 -5.627 -3.314 -0.363 0.154 0.178
Sc 0.203 -0.355 -0.361 -0.528 0.870 0.718
C -0.104 -0.124 2.172 -0.143 -0.642 0.012
C -1.294 -0.720 1.686 0.487 -0.679 0.425
C -0.962 -2.001 1.152 0.297 0.036 0.372
H -2.293 -0.311 1.811 0.363 -0.048 -0.298
C 0.450 -2.181 1.284 -0.430 -0.112 0.279
C 0.978 -1.020 1.918 -0.110 -0.078 0.140
H 2.014 -0.887 2.249 -0.476 0.016 -0.321
H -0.068 0.818 2.723 0.118 -0.335 -0.446
H -1.680 -2.756 0.815 0.390 0.459 -0.107
H 0.999 -3.099 1.048 -0.215 0.492 0.014
C 0.191 2.147 -0.012 0.652 -0.066 -0.569
C 1.455 1.652 0.423 0.148 0.386 -0.724
C 2.142 1.120 -0.712 -0.251 0.287 0.100
H 1.856 1.729 1.435 -0.210 -0.168 -0.455
C 1.296 1.290 -1.855 -0.222 0.646 0.323
C 0.099 1.939 -1.423 1.024 0.090 0.326
H -0.688 2.324 -2.069 0.083 -0.456 0.269
H -0.549 2.665 0.594 0.161 -0.409 -0.157
H 3.173 0.752 -0.724 -0.534 0.016 0.052
H 1.551 1.061 -2.890 -0.112 -0.070 0.416
O 1.145 -1.725 -1.829 -0.938 -0.470 -0.295
C 2.499 -2.161 -1.545 -0.284 -0.112 -0.157
C 2.567 -3.577 -2.037 0.308 -0.209 0.944
H 2.737 -2.086 -0.473 -0.292 0.219 -0.300
H 3.186 -1.527 -2.122 -0.236 0.070 0.172
C 1.485 -3.688 -3.117 0.343 0.375 -0.130
H 2.444 -4.324 -1.236 -0.369 0.319 -0.107
H 3.580 -3.695 -2.427 -0.979 -0.149 0.700
C 0.391 -2.789 -2.588 0.285 0.527 0.828
H 1.158 -4.713 -3.270 -0.188 0.021 0.073
H 1.840 -3.308 -4.089 0.029 -0.056 0.343
H -0.239 -3.316 -1.853 0.087 0.291 -0.269
H -0.229 -2.304 -3.360 0.339 -0.023 0.542
C -3.885 0.090 -1.743 -0.199 -0.095 -0.128
C -2.658 0.371 -0.938 0.965 0.302 0.760
O -2.672 1.239 -0.053 0.050 -1.006 -1.102
O -1.612 -0.371 -1.250 -0.858 0.588 0.111
H -4.706 -0.055 -1.039 -0.100 0.014 -0.201
H -3.749 -0.785 -2.381 -0.124 0.178 0.057
H -4.087 0.982 -2.340 -0.166 -0.124 -0.046